No. 1
47
Properties=species:S:1:pos:R:3:forces:R:3 method="wB97M-V/def2-TZVPD" multiplicity=1 orbital_gap_ev="4.782 / 4.164" e_above_lowest_kj_mol=96.1 total_charge=+3 e_tot_ev=-42014.1192
Sn -0.463283 -0.963436 -0.096643 0.177 -0.638 0.112
C -4.188785 2.160932 -0.163741 0.446 -0.122 -0.139
C -3.214157 1.344038 -0.753256 -0.141 0.279 0.139
N -1.929221 1.570444 -0.547409 0.561 -0.115 -0.170
C -1.557923 2.599129 0.224935 -0.721 0.351 0.135
C -2.543448 3.377192 0.849485 0.599 -0.397 -0.229
N -3.822952 3.138035 0.641967 -0.689 0.377 0.319
C -0.116219 2.925570 0.354212 -0.031 -0.586 -0.113
C 0.268313 4.267412 0.568367 0.326 0.265 0.022
C 1.612495 4.599589 0.638573 -0.227 0.071 0.014
C 2.540763 3.576984 0.488330 0.163 0.084 0.079
C 2.081540 2.265753 0.281816 0.059 -0.290 0.003
N 0.773698 1.951407 0.226601 -0.213 0.355 -0.053
C 3.024977 1.174733 0.092099 0.370 0.473 0.061
C 4.443290 1.332140 0.314253 -0.395 -0.104 -0.221
N 5.270424 0.342823 0.082899 0.936 0.054 0.151
C 4.804735 -0.819292 -0.329631 -0.544 0.176 0.107
C 3.382211 -1.004044 -0.492491 0.317 0.019 0.164
N 2.552770 -0.013419 -0.287850 -0.626 -0.502 -0.156
C 2.035858 6.010505 0.872468 0.031 0.050 0.028
C 1.431509 7.053959 0.161842 0.270 -0.276 0.266
C 1.829788 8.358903 0.420065 -0.234 0.707 -0.271
N 2.754918 8.514459 1.329685 -0.244 -0.860 -0.163
C 3.380513 7.617507 2.044964 0.536 0.337 0.471
C 3.025518 6.293896 1.821471 -0.350 0.021 -0.358
H -5.247881 2.026111 -0.348190 0.024 -0.019 0.006
H -3.478150 0.525887 -1.412355 -0.011 -0.026 0.059
H -2.302646 4.170073 1.551465 -0.036 -0.010 -0.050
H -0.483333 5.039873 0.664136 -0.042 -0.053 0.000
H 3.598179 3.805421 0.501752 -0.055 -0.022 -0.008
H 4.883604 2.251109 0.687353 -0.056 -0.097 0.022
H 5.513208 -1.619421 -0.517745 -0.025 0.031 -0.093
H 2.973782 -1.969259 -0.767820 -0.113 0.015 -0.036
H 0.686510 6.885384 -0.603545 -0.016 0.026 -0.003
H 1.417533 9.227382 -0.090810 0.083 -0.028 0.057
H 4.127024 7.927201 2.774229 -0.074 0.042 -0.065
H 3.503696 5.524225 2.411008 0.017 0.028 0.040
C -3.953889 -3.309666 -1.129966 0.084 -0.068 -0.018
C -3.446020 -2.802682 0.180251 -0.091 -0.170 -0.059
N -3.933682 -3.313160 1.292609 0.084 0.018 0.043
O -2.560685 -1.902592 0.222879 0.574 0.153 -0.038
H -4.847471 -3.921067 -1.034812 0.007 0.009 0.030
H -3.163151 -3.914482 -1.579808 -0.027 -0.010 -0.013
H -4.150206 -2.475141 -1.799203 -0.015 0.035 0.021
H -4.630250 -4.039604 1.287433 -0.074 -0.026 -0.104
H -3.572817 -3.026760 2.188656 0.041 0.073 0.041
F 0.898113 -2.426053 -0.137328 -0.654 0.372 -0.031

***

No. 2
27
Properties=species:S:1:pos:R:3:forces:R:3 method="wB97M-V/def2-TZVPD" s_squared=2.01 multiplicity=3 orbital_gap_ev="2.829 / 5.731" e_above_lowest_kj_mol=0.0 total_charge=-1 e_tot_ev=-24607.5356
C -0.198788 2.427598 -2.442935 0.351 0.222 -1.791
C 1.239098 2.554468 -2.309915 0.339 0.720 0.213
C 1.564069 2.626203 -0.880273 -1.212 1.760 -0.263
C 0.262102 2.440160 -0.205236 0.484 1.574 -0.547
C -0.775509 2.260268 -1.205895 -0.108 1.061 1.644
Pt 1.061669 0.675329 -1.252756 0.889 -2.534 -1.505
P 1.254542 -1.283383 -2.311419 0.288 0.482 0.331
H -0.685382 2.293157 -3.415092 0.118 0.067 0.460
H 1.929988 2.771952 -3.130811 -0.325 -0.168 0.387
H 2.534504 2.881924 -0.447335 -0.589 0.035 -0.101
H -1.812034 2.024597 -0.957520 0.398 0.181 -0.207
H 0.089564 2.694459 0.830161 0.018 -0.604 0.135
H 2.157734 -2.142111 -1.615425 -0.311 -0.142 -0.663
H 1.723560 -1.277671 -3.661388 -0.111 -0.577 0.434
H 0.096639 -2.112267 -2.396671 0.410 -0.132 -0.224
C -1.009143 -2.714742 1.374111 0.077 0.606 0.509
N -0.795719 -1.435124 2.036359 -0.181 -2.693 1.945
C -1.086710 -1.337281 3.467508 0.332 -0.169 -1.142
C -0.388139 -0.366980 1.352103 -0.257 2.759 -0.348
O 0.266816 -0.471599 0.261418 -0.095 -2.562 0.903
H -1.350102 -3.400117 2.149749 0.033 -0.257 -0.192
H -0.092793 -3.109223 0.914939 -0.281 0.138 -0.048
H -1.806943 -2.612474 0.626705 0.043 -0.131 -0.295
H -0.207089 -0.986049 4.041040 -0.365 -0.017 -0.181
H -1.941648 -0.660021 3.626323 0.051 0.048 0.225
H -1.349389 -2.347675 3.792631 -0.077 0.323 0.269
H -0.680898 0.606602 1.759624 0.081 0.007 0.054

***

No. 3
62
Properties=species:S:1:pos:R:3:forces:R:3 method="wB97M-V/def2-TZVPD" multiplicity=1 orbital_gap_ev=4.349 total_charge=0 e_tot_ev=-60370.6637
C 6.978708 -1.956040 3.853224 -0.227 0.101 0.148
N 6.154918 -1.570835 2.718691 0.822 0.317 -0.236
C 6.436527 -2.320180 1.511435 -0.587 -0.143 -0.001
C 4.894840 -1.024320 2.932478 -0.682 0.546 0.606
C 4.767663 0.293195 3.452548 -0.350 -0.148 -0.267
C 3.528264 0.889311 3.636713 -0.252 -0.694 0.393
C 2.339516 0.131346 3.459710 0.806 -0.771 -0.479
C 1.061680 0.687108 3.719938 -0.539 0.028 -0.535
C -0.099244 0.126772 3.216406 -0.659 -0.691 -0.066
C -1.371016 0.636936 3.402849 0.718 -0.152 0.181
C -2.601004 -0.014255 3.075180 -0.604 -0.338 -0.399
C -3.777580 0.763139 3.227235 0.759 0.111 0.406
C -5.014142 0.186512 3.133107 -0.972 -0.732 -0.296
C -5.157798 -1.170759 2.746950 0.759 0.265 0.458
N -6.432669 -1.740707 2.639613 -0.689 0.506 -0.264
C -6.801853 -2.443565 1.427135 0.510 -0.025 0.112
C -7.154700 -2.166896 3.822584 0.232 0.109 0.123
C -3.985750 -1.926763 2.509531 -0.262 -0.243 -0.137
C -2.729625 -1.382764 2.686663 0.308 0.921 0.172
C 2.470710 -1.199656 2.969963 0.424 0.204 -0.075
C 3.712243 -1.749114 2.682357 -0.156 0.314 -0.019
H 6.905756 -1.200873 4.647107 0.040 -0.293 -0.162
H 6.675119 -2.944766 4.250476 0.081 0.292 0.038
H 8.019716 -2.036931 3.522138 -0.155 0.119 0.152
H 6.100947 -1.750783 0.631517 0.081 -0.261 0.253
H 7.520727 -2.462235 1.450511 -0.250 -0.008 -0.088
H 5.945670 -3.310171 1.515661 0.227 0.085 -0.189
H 5.655709 0.875953 3.650535 0.142 -0.053 -0.112
H 3.418309 1.930977 3.926470 0.120 -0.120 0.023
H 0.986389 1.616814 4.284750 0.199 0.323 0.198
H -0.027474 -0.795959 2.647960 0.003 0.109 -0.005
H -1.468506 1.619869 3.843207 0.142 0.086 0.076
H -3.667204 1.835603 3.447452 -0.079 -0.586 0.003
H -5.927870 0.755623 3.321342 0.323 -0.112 -0.152
H -6.407294 -1.892897 0.564236 -0.127 -0.252 0.122
H -6.408892 -3.471910 1.421544 -0.164 -0.020 -0.222
H -7.896290 -2.476922 1.359956 0.252 -0.022 -0.028
H -6.922638 -1.503272 4.664088 -0.072 -0.218 -0.154
H -8.232142 -2.140241 3.632202 0.112 0.127 0.021
H -6.904468 -3.205545 4.092395 0.049 0.103 0.135
H -4.084053 -2.982697 2.236717 0.009 0.408 0.055
H -1.824170 -1.989086 2.558861 -0.515 0.187 0.078
H 1.589827 -1.825424 2.835139 0.264 0.164 0.079
H 3.781904 -2.761851 2.298222 -0.028 0.096 0.058
N -1.557696 9.276342 -0.891963 1.041 -1.777 2.002
C -1.144862 8.545772 -0.070567 -0.864 1.687 -1.844
C -0.677513 7.635071 0.944093 0.101 -0.287 0.347
C -1.586836 7.137162 1.884470 -0.190 0.090 0.323
C -1.184532 6.179433 2.812878 -0.199 0.180 0.194
C 0.126972 5.690584 2.807323 -0.181 0.434 -1.091
S 0.449210 4.011192 3.362289 0.776 -0.457 2.295
C 0.901286 3.550822 5.020497 1.459 1.160 -2.493
Cl -0.237892 3.469162 6.251554 -1.966 0.016 1.423
O -0.833838 3.428465 3.008599 -0.162 -0.486 0.079
O 1.648418 3.629904 2.636734 -0.055 0.131 -0.470
C 1.051458 6.251892 1.924556 -0.172 0.119 0.113
C 0.655019 7.214247 1.002090 0.138 0.286 -0.089
H -2.622901 7.497380 1.871876 0.478 -0.223 0.015
H -1.918537 5.788434 3.524090 0.306 -0.021 -0.387
H 1.744850 4.181459 5.349470 -0.210 -0.345 -0.455
H 2.065383 5.869416 1.921540 -0.118 0.005 -0.107
H 1.378823 7.628671 0.300488 -0.192 -0.152 0.144

***

No. 4
42
Properties=species:S:1:pos:R:3:forces:R:3 method="wB97M-V/def2-TZVPD" multiplicity=1 orbital_gap_ev=8.046 e_above_lowest_kj_mol=394.6 total_charge=0 smiles="OC[C@H]1O[C@]2(ON=C(c3ccc4ccccc4c3)S2)[C@H](O)[C@@H](O)[C@@H]1O" e_tot_ev=-42512.7312
N 0.587905 -0.863760 0.275020 -0.296 -0.442 0.231
O -0.753754 3.412917 4.732552 1.134 0.077 0.752
O 2.957896 2.483971 4.473050 -0.101 -0.112 -0.158
O 0.971374 -0.067906 1.386402 -0.979 -0.221 0.005
O 3.507580 3.269430 1.641058 0.339 0.490 -0.253
O -0.139884 1.801081 2.634116 0.665 -1.913 -0.308
O 2.136643 1.746212 -0.277840 -0.771 0.388 0.801
S -1.174839 0.994952 0.393612 0.138 0.122 -0.290
C -0.514295 -0.505965 -0.279894 0.974 0.486 0.301
C -2.261067 -4.126950 -5.390128 -0.877 0.378 -0.442
C -2.238152 -0.644130 -2.098078 -0.769 -0.307 -0.478
C -1.081561 -4.707724 -4.877305 -0.270 0.694 0.741
C -1.081836 -1.195058 -1.469646 0.051 -1.606 -1.215
C -2.860291 -2.974059 -4.889782 -0.347 -1.808 -1.439
C -2.827706 -1.237143 -3.210445 0.820 0.270 1.577
C -0.522988 -4.120450 -3.764460 -0.279 -0.712 -0.855
C -0.556337 -2.401408 -2.045210 -0.687 2.198 1.075
C -2.290419 -2.410609 -3.775837 0.320 1.192 0.868
C -1.140514 -2.984842 -3.206956 1.180 0.365 1.317
C -0.003471 2.218848 4.981323 -0.137 0.291 -0.114
C 1.989174 2.632333 3.432150 0.530 1.451 -0.380
C 0.335170 1.223343 1.393870 0.932 1.043 0.413
C 2.573490 2.296073 2.054773 -0.222 -0.930 -0.372
C 0.783884 1.762597 3.754303 0.689 -0.324 0.049
C 1.493189 2.179005 0.957203 -0.555 -0.334 -0.731
H -1.389990 3.212038 4.056780 -0.407 -0.179 -0.531
H 3.661500 3.149285 4.383871 -0.500 -0.296 -0.214
H 3.772839 3.141503 0.700657 -0.515 -0.251 1.005
H 2.096165 0.772642 -0.347882 0.052 0.555 0.321
H -2.744012 -4.632050 -6.206407 -0.096 -0.069 -0.378
H -2.748568 0.223536 -1.669342 0.373 -0.172 -0.117
H -0.673393 -5.611402 -5.316223 -0.026 0.165 0.001
H -3.801090 -2.548125 -5.301420 0.880 -0.484 0.167
H -3.752666 -0.872826 -3.617774 -0.149 0.368 -0.081
H 0.368514 -4.550358 -3.329086 0.036 0.161 0.186
H 0.323286 -2.848374 -1.590475 -0.120 -0.007 -0.111
H 0.722926 2.387881 5.815966 -0.780 -0.020 -0.680
H -0.732317 1.445520 5.239138 0.335 -0.240 0.196
H 1.667836 3.683886 3.396579 -0.110 -0.088 0.001
H 3.091029 1.328942 2.161274 -0.202 0.015 -0.106
H 1.211149 0.754856 3.975856 -0.689 0.282 -0.401
H 1.037600 3.182291 0.824638 0.437 -0.476 -0.350

***

No. 5
8
Properties=species:S:1:pos:R:3:forces:R:3 method="wB97M-V/def2-TZVPD" multiplicity=1 orbital_gap_ev="7.181 / 6.714" e_above_lowest_kj_mol=485.3 total_charge=0 e_tot_ev=-35075.6652
C -0.546727 -1.898372 1.595472 0.987 0.498 -0.068
N -0.728350 0.917649 -0.854245 1.368 -0.036 -3.582
S 0.454025 -0.674994 1.719852 -0.321 -1.166 0.315
S -1.097779 1.194835 0.563505 -1.050 2.091 4.197
S 0.711409 1.373918 -1.656579 -0.442 1.126 1.432
H -0.171034 -2.939288 1.616809 -0.262 0.413 0.073
H -0.558855 2.486564 1.164448 -0.317 -1.677 -1.247
H 0.689417 0.354702 -2.438050 0.037 -1.251 -1.119

***

No. 6
14
Properties=species:S:1:pos:R:3:forces:R:3 method="wB97M-V/def2-TZVPD" multiplicity=1 orbital_gap_ev=10.408 e_above_lowest_kj_mol=265.0 total_charge=0 smiles="C#CCCNC=O" e_tot_ev=-8833.4564
O -0.603267 2.388511 0.148529 -0.820 0.018 0.635
C -1.216994 1.362499 0.340047 0.225 -0.008 -0.231
N -0.823547 0.383305 1.258769 0.809 -0.241 -0.561
C -0.497488 -1.033867 0.857293 -0.421 0.103 0.262
C 0.849792 -1.390411 0.090521 -0.173 0.376 0.164
C 1.259630 -0.141327 -0.509721 0.373 0.542 -0.459
C 1.329769 0.991390 -0.897579 0.686 -0.504 -0.322
H -2.184233 1.188511 -0.163821 0.230 -0.371 -0.085
H -0.125788 0.827262 1.852739 0.216 -0.433 -0.173
H -1.313316 -1.376339 0.215105 -0.052 0.032 0.319
H -0.500230 -1.565636 1.804148 -0.241 -0.340 -0.117
H 1.642378 -1.809875 0.732396 -0.419 0.352 0.090
H 0.722788 -2.148962 -0.707331 -0.410 0.334 0.491
H 1.448595 1.971802 -1.279458 -0.004 0.140 -0.013